[1]
A molecular structure, C17H54FeN4O12. Source: the Open Molecules 2025 dataset; level of theory: wB97M-V/def2-TZVPD.

Each line ends with the Mulliken charge.
Cartesian coordinates (Å):
Fe1 -0.045 0.759 1.805  0.669
C1 1.761 -0.010 0.471  0.609
O1 0.656 -0.751 0.533  0.338
O2 1.242 1.141 0.208  -0.287
O3 1.999 0.040 1.757  -0.680
O4 -0.146 -0.747 3.272  -0.369
H1 0.574 -1.384 3.065  0.086
H2 -0.368 -0.920 4.193  0.292
O5 -1.184 2.556 0.864  -0.558
H3 -2.087 2.599 0.528  0.267
H4 -0.945 3.474 1.042  0.237
O6 3.473 2.993 1.541  -0.656
H5 3.104 2.540 0.767  0.198
H6 4.373 3.224 1.287  0.298
O7 -1.846 -0.111 1.036  -0.428
H7 -2.314 0.103 0.222  0.254
H8 -2.258 -0.944 1.353  0.286
O8 2.105 -2.130 3.480  -0.742
H9 2.317 -1.480 2.780  0.320
H10 2.956 -2.417 3.825  0.354
C2 -0.925 -3.805 1.420  -0.569
C3 -2.153 -3.328 0.640  1.501
C4 -2.794 -4.406 -0.223  -1.236
O9 -1.892 -4.681 -1.308  -0.385
C5 -2.343 -5.751 -2.111  -0.987
N1 -3.243 -2.705 1.435  -0.772
H11 -0.196 -4.306 0.782  0.140
H12 -1.184 -4.556 2.174  0.521
H13 -0.331 -3.069 1.956  -0.299
H14 -1.829 -2.581 -0.088  -0.460
H15 -3.721 -4.033 -0.661  0.473
H16 -2.962 -5.256 0.446  0.410
H17 -2.304 -6.746 -1.663  0.324
H18 -1.901 -5.761 -3.106  0.317
H19 -3.400 -5.605 -2.370  0.364
H20 -3.913 -2.250 0.823  0.246
H21 -3.797 -3.449 1.851  0.325
C6 2.059 -3.517 -1.421  -1.164
C7 1.123 -2.943 -2.502  0.601
C8 0.984 -3.883 -3.686  -0.664
O10 2.193 -4.411 -4.203  -0.391
C9 2.937 -3.493 -4.976  -0.703
N2 -0.156 -2.497 -1.956  -0.461
H22 2.302 -2.803 -0.634  0.176
H23 2.985 -3.791 -1.932  0.469
H24 1.682 -4.455 -1.007  0.221
H25 1.648 -2.037 -2.829  0.265
H26 0.365 -3.559 -4.528  0.442
H27 0.540 -4.789 -3.257  0.081
H28 3.067 -2.504 -4.520  0.261
H29 2.369 -3.245 -5.880  0.319
H30 3.925 -3.904 -5.162  0.281
H31 -0.723 -3.302 -1.676  0.347
H32 0.030 -1.947 -1.126  -0.019
C10 2.089 1.417 4.731  -1.419
C11 1.168 2.535 4.238  0.265
C12 1.750 3.934 4.586  -0.876
O11 0.632 4.779 4.382  -0.346
C13 0.949 6.153 4.612  -0.817
N3 0.949 2.429 2.785  0.281
H33 1.623 0.435 4.726  0.303
H34 2.368 1.704 5.747  0.538
H35 3.040 1.366 4.198  0.251
H36 0.250 2.521 4.827  0.322
H37 2.557 4.227 3.906  0.299
H38 2.147 3.941 5.604  0.535
H39 0.051 6.719 4.376  0.256
H40 1.703 6.546 3.920  0.338
H41 1.355 6.417 5.590  0.322
H42 1.876 2.291 2.375  0.083
H43 0.750 3.405 2.559  0.237
C14 -0.482 4.461 -2.078  -1.443
C15 -1.095 3.098 -2.446  1.086
C16 -1.794 3.096 -3.798  -0.863
O12 -2.766 4.107 -3.790  -0.312
C17 -3.418 4.282 -5.008  -0.792
N4 -0.079 2.034 -2.403  -0.687
H44 0.461 4.381 -1.532  0.381
H45 -1.212 4.941 -1.426  0.306
H46 -0.216 5.041 -2.960  0.342
H47 -1.868 2.863 -1.700  -0.182
H48 -2.282 2.128 -3.972  0.437
H49 -1.079 3.282 -4.607  0.415
H50 -2.854 4.773 -5.810  0.310
H51 -4.220 5.019 -4.911  0.266
H52 -3.893 3.359 -5.352  0.316
H53 -0.615 1.194 -2.605  0.189
H54 0.347 1.950 -1.492  0.199

Properties
net charge: +1
E_HOMO (spin up / spin down): -10.6 / -10.6 eV
2S+1: 6
E_LUMO (spin up / spin down): -4.72 / -4.79 eV
max |F|: 12.16 eV/A
gap between HOMO and LUMO (spin up / spin down): 5.93 / 5.85 eV

=====

[2]
10 unconnected molecules or ions with the total composition C17H54O11. Source: the Open Molecules 2025 dataset; level of theory: wB97M-V/def2-TZVPD.

Each line ends with the Mulliken charge.
Cartesian coordinates (Å):
O1 -1.404 -3.396 2.003  -0.588
C1 -0.708 -2.215 2.404  0.960
C2 0.151 -2.564 3.654  -0.564
O2 1.301 -3.353 3.358  -0.570
H1 -0.874 -4.196 2.016  0.307
H2 -0.058 -1.745 1.659  -0.307
H3 -1.429 -1.427 2.622  -0.111
H4 -0.457 -3.140 4.349  0.419
H5 0.540 -1.649 4.110  0.173
H6 1.856 -2.865 2.723  0.461
C3 -4.422 -1.739 -1.269  -1.290
C4 -3.166 -1.579 -0.449  0.441
O3 -2.047 -1.546 -1.323  -0.310
H7 -4.251 -2.352 -2.152  0.291
H8 -4.851 -0.790 -1.603  0.256
H9 -5.301 -2.071 -0.711  0.402
H10 -3.057 -2.309 0.356  0.268
H11 -3.213 -0.639 0.115  -0.123
H12 -1.166 -1.559 -0.923  0.081
C5 4.266 0.059 2.223  -0.837
C6 4.118 -1.362 2.614  -0.272
O4 2.993 -1.853 1.925  -0.457
H13 4.359 0.352 1.177  0.202
H14 5.195 0.382 2.708  0.424
H15 3.492 0.715 2.625  0.080
H16 4.041 -1.470 3.698  0.295
H17 5.079 -1.849 2.416  0.313
H18 3.220 -2.442 1.194  0.148
C7 -3.578 3.264 3.424  -1.212
C8 -3.518 2.035 2.524  -0.073
O5 -2.650 2.219 1.432  -0.300
H19 -3.846 4.161 2.865  0.284
H20 -2.629 3.395 3.943  0.225
H21 -4.399 3.161 4.137  0.414
H22 -4.516 1.789 2.162  0.397
H23 -3.092 1.167 3.035  0.079
H24 -1.720 2.115 1.661  0.175
C9 0.267 0.461 -5.195  -1.110
C10 -0.315 -0.827 -4.674  0.173
O6 -1.646 -0.611 -4.270  -0.485
H25 1.243 0.154 -5.588  0.408
H26 0.402 1.208 -4.416  0.198
H27 -0.271 0.765 -6.093  0.317
H28 0.402 -1.207 -3.938  -0.091
H29 -0.273 -1.577 -5.471  0.363
H30 -1.598 -0.876 -3.342  0.250
C11 4.018 -1.716 -2.145  -0.984
C12 3.813 -3.001 -1.314  -0.254
O7 2.574 -2.874 -0.658  -0.371
H31 3.282 -1.771 -2.951  0.175
H32 4.920 -1.851 -2.745  0.408
H33 3.959 -0.753 -1.645  0.227
H34 4.626 -3.237 -0.622  0.325
H35 3.725 -3.822 -2.030  0.349
H36 2.211 -3.721 -0.382  0.183
C13 -2.710 2.453 -3.651  -1.361
C14 -2.596 2.154 -2.200  1.337
O8 -3.074 3.260 -1.405  -0.626
H37 -1.868 3.074 -3.967  0.306
H38 -3.639 2.962 -3.914  0.410
H39 -2.680 1.580 -4.302  0.278
H40 -1.577 1.796 -2.035  -0.472
H41 -3.303 1.368 -1.920  -0.136
H42 -2.947 2.928 -0.506  0.352
C15 1.809 3.465 0.294  -0.714
O9 2.456 2.375 0.942  -0.325
H43 2.378 4.359 0.037  0.402
H44 1.380 3.106 -0.642  0.145
H45 0.967 3.878 0.857  0.319
H46 3.253 2.770 1.308  0.224
C16 0.629 0.704 -0.893  -0.787
O10 0.520 -0.689 -0.891  -0.047
H47 1.605 1.008 -0.519  0.328
H48 0.435 0.999 -1.931  0.153
H49 -0.254 1.117 -0.396  0.227
H50 1.348 -1.085 -0.605  -0.106
C17 0.311 0.856 3.046  -0.528
O11 0.004 2.146 2.578  -0.657
H51 0.723 0.276 2.217  0.089
H52 1.100 0.837 3.804  0.307
H53 -0.603 0.443 3.471  0.404
H54 0.734 2.410 2.005  0.316

Properties
E_HOMO: -9.2 eV
E_LUMO: 0.14 eV
max |F|: 2.53 eV/A
structure (SMILES): OCCO.CCO.CCO.CCO.CCO.CCO.CCO.CO.CO.CO
gap between HOMO and LUMO: 9.32 eV

=====

[3]
A molecular structure, C17H56F6N23O19S2Zn. Source: the Open Molecules 2025 dataset; level of theory: wB97M-V/def2-TZVPD.

Each line ends with the Mulliken charge.
Cartesian coordinates (Å):
Zn1 -6.489 17.425 22.204  2.309
C1 -5.380 13.793 20.716  0.288
F1 -4.250 14.005 21.409  -0.195
F2 -5.124 12.693 19.962  0.091
F3 -6.360 13.484 21.586  -0.514
S1 -5.755 15.369 19.640  -1.045
O1 -4.939 15.233 18.417  -0.458
O2 -7.199 15.217 19.384  -0.284
N1 -5.359 16.706 20.795  1.010
S2 -3.860 17.001 20.413  0.214
O3 -3.313 17.790 21.523  -0.567
O4 -3.019 15.890 19.948  -0.549
C2 -3.967 18.182 18.927  0.400
F4 -3.546 19.402 19.339  -0.129
F5 -3.317 17.727 17.884  -0.212
F6 -5.275 18.346 18.584  -0.073
C3 -3.604 8.675 20.840  0.688
O5 -3.271 8.791 22.025  -0.726
N2 -3.770 7.524 20.246  -0.389
N3 -4.001 9.707 20.138  -0.036
H1 -3.556 6.727 20.828  0.249
H2 -4.135 7.554 19.304  0.178
H3 -3.948 10.646 20.506  -0.142
H4 -4.283 9.670 19.168  0.079
C4 -8.320 18.188 19.631  0.288
O6 -7.720 18.114 20.731  -0.383
N4 -8.311 19.207 18.834  -0.340
N5 -8.802 17.183 18.943  -0.261
H5 -8.222 20.137 19.219  0.232
H6 -8.471 19.076 17.846  0.163
H7 -8.663 16.298 19.410  0.074
H8 -8.879 17.259 17.939  0.279
C5 -8.765 15.129 22.503  0.351
O7 -7.824 15.927 22.358  -0.769
N6 -10.007 15.368 22.245  -0.397
N7 -8.614 13.900 22.815  -0.119
H9 -10.274 16.169 21.692  0.259
H10 -10.558 14.529 22.359  0.145
H11 -7.672 13.549 22.716  0.141
H12 -9.384 13.326 23.131  0.186
C6 -4.812 21.562 16.586  0.668
O8 -4.630 20.976 15.497  -0.697
N8 -4.010 22.562 17.034  -0.387
N9 -5.749 21.176 17.410  -0.277
H13 -3.312 23.047 16.488  0.187
H14 -4.170 23.015 17.923  0.152
H15 -5.707 21.624 18.315  0.145
H16 -6.101 20.242 17.258  0.150
C7 -8.591 14.636 15.669  0.660
O9 -7.463 14.580 15.166  -0.725
N10 -9.690 14.405 15.035  -0.420
N11 -8.852 14.841 16.935  -0.215
H17 -9.533 14.116 14.080  0.280
H18 -10.594 14.533 15.466  0.163
H19 -9.748 14.586 17.326  0.174
H20 -8.052 15.024 17.523  0.068
C8 -4.790 11.606 16.270  0.664
O10 -5.313 11.121 15.301  -0.767
N12 -3.735 11.044 16.749  -0.220
N13 -5.112 12.838 16.617  -0.088
H21 -3.541 10.092 16.473  0.220
H22 -3.227 11.484 17.502  0.004
H23 -5.731 13.262 15.941  0.118
H24 -4.463 13.166 17.319  0.019
C9 -5.220 20.432 22.531  0.195
O11 -5.590 19.220 22.455  -0.559
N14 -5.579 21.202 23.535  -0.442
N15 -4.541 21.086 21.664  -0.167
H25 -5.105 22.084 23.673  0.171
H26 -5.933 20.793 24.387  0.240
H27 -4.718 22.080 21.641  0.242
H28 -4.254 20.710 20.772  0.007
C10 -5.722 16.183 24.942  0.514
O12 -5.503 16.811 23.911  -0.345
N16 -6.133 14.985 25.028  -0.034
N17 -5.565 16.722 26.130  -0.394
H29 -6.117 14.370 24.227  -0.152
H30 -6.700 14.740 25.828  0.217
H31 -5.295 17.688 26.253  0.261
H32 -5.962 16.070 26.791  0.108
C11 -0.713 22.161 17.269  0.634
O13 -0.575 23.324 17.230  -0.648
N18 -0.218 21.313 16.465  -0.335
N19 -1.520 21.515 18.094  -0.164
H33 0.461 21.505 15.742  0.196
H34 -0.458 20.335 16.542  0.112
H35 -1.435 20.509 18.135  0.110
H36 -2.062 22.142 18.672  0.110
C12 -1.169 12.020 19.347  0.712
O14 -1.137 11.971 18.098  -0.756
N20 -1.692 13.000 20.016  -0.073
N21 -0.918 11.007 20.121  -0.357
H37 -1.909 13.935 19.703  0.122
H38 -1.913 12.911 20.997  0.085
H39 -0.893 10.966 21.129  0.164
H40 -0.630 10.136 19.697  0.213
C13 -7.041 11.504 24.911  0.674
O15 -6.548 12.309 24.207  -0.522
N22 -7.762 11.666 26.038  -0.432
N23 -7.083 10.163 24.580  -0.449
H41 -8.263 12.543 26.001  0.207
H42 -7.996 10.886 26.635  0.184
H43 -6.692 9.837 23.708  0.203
H44 -7.438 9.474 25.228  0.119
C14 -0.046 18.224 25.127  -0.478
C15 -1.438 18.785 24.673  0.343
O16 -1.754 20.129 25.075  -0.597
O17 1.091 19.011 24.793  -0.539
H45 0.104 17.235 24.694  0.327
H46 -0.001 18.206 26.216  0.278
H47 -2.317 18.275 25.068  0.087
H48 -1.711 18.587 23.637  -0.026
H49 -1.305 20.737 24.483  0.324
H50 1.029 19.750 25.403  0.311
C16 -8.013 11.883 18.533  1.370
C17 -8.640 11.200 17.288  -0.917
O18 -9.985 11.398 17.267  -0.588
O19 -8.448 11.253 19.708  -0.742
H51 -8.368 12.903 18.682  -0.111
H52 -6.930 11.893 18.411  -0.436
H53 -8.445 10.130 17.366  0.518
H54 -8.198 11.502 16.339  0.272
H55 -10.190 11.107 18.159  0.385
H56 -7.979 11.584 20.477  0.335

Properties
E_HOMO (spin up / spin down): -3.4 / -8.0 eV
2S+1: 2
E_LUMO (spin up / spin down): -0.75 / -0.77 eV
max |F|: 7.53 eV/A
gap between HOMO and LUMO (spin up / spin down): 2.65 / 7.27 eV